A cluster of 2 separate species, C13H11ClF13NO9P2S2 in total, computed with ωB97M-V/def2-TZVPD.

Geometry as XYZ:
```
52
Properties=species:S:1:pos:R:3:lowdin_charge:R:1
O 2.878 1.294 2.440 -0.207
S 2.902 0.198 1.534 0.818
O 3.141 -1.055 2.194 -0.240
C 1.353 0.079 0.589 -0.116
C 0.439 1.145 0.428 -0.011
C 0.731 2.552 0.968 -0.642
F 0.525 2.585 2.273 0.178
F 1.984 2.920 0.689 0.145
F -0.027 3.467 0.411 0.129
C -0.780 0.878 -0.239 -0.233
P -2.306 1.971 -0.545 0.621
O -1.723 3.164 -1.473 -0.289
Cl -2.679 2.735 1.308 0.385
C -1.039 -0.396 -0.768 -0.272
P -2.527 -0.867 -1.775 0.830
O -2.236 -2.458 -2.002 -0.273
O -3.856 -0.805 -0.885 -0.264
C -0.051 -1.361 -0.612 -0.012
N 1.088 -1.138 0.043 0.009
C 1.990 -2.331 0.100 -0.129
C 1.456 -3.370 1.093 -0.131
C 2.559 -4.376 1.461 -0.240
O 2.102 -5.710 1.370 -0.045
C 4.325 0.356 0.325 -0.457
F 5.348 -0.135 1.012 0.160
F 4.146 -0.422 -0.755 0.134
C 4.719 1.778 -0.175 -0.377
F 4.727 2.677 0.795 0.186
F 5.994 1.661 -0.589 0.166
C 3.907 2.257 -1.432 -0.568
F 2.684 1.730 -1.468 0.173
F 4.530 1.835 -2.524 0.193
F 3.869 3.565 -1.468 0.225
H -2.516 3.572 -1.855 0.077
H -2.792 -3.017 -1.435 0.080
H -3.725 -0.543 0.037 0.072
H -0.224 -2.344 -1.026 0.130
H 1.936 -2.774 -0.890 0.144
H 3.020 -2.083 0.272 0.087
H 0.669 -3.914 0.576 0.115
H 0.997 -2.895 1.955 0.124
H 3.416 -4.212 0.806 0.123
H 2.881 -4.189 2.481 0.125
H 2.447 -6.106 0.568 0.090
C -7.729 2.254 -0.338 -0.676
F -7.553 3.487 -0.837 0.110
F -7.981 2.382 0.973 0.113
F -8.823 1.738 -0.911 0.119
S -6.256 1.196 -0.638 0.425
O -5.193 1.913 0.052 -0.452
O -6.135 1.182 -2.079 -0.327
O -6.611 -0.069 -0.034 -0.325
```

The molar mass is 733.74 g/mol. The spin multiplicity is 1. The HOMO energy comes out at -8.3 eV. The value obtained for the strongest force on any atom is 0.053 Eh/bohr.